No. 1
{
  "formula": "C15H30FIN2O10S",
  "method": "the ωB97M-V functional and the def2-TZVPD basis",
  "smiles": "C[C@@H](O)CNCCO[C@H]1OS(=O)(=O)O[C@@]1(I)C(=O)NC(=O)F.CC(C)O.CC(C)O",
  "homo_ev": -9.66,
  "lumo_ha": -0.02570,
  "e_tot_ha": -2247.1549,
  "spin_multiplicity": 1,
  "species": ["C", "C", "O", "C", "N", "C", "C", "O", "C", "O", "S", "O", "O", "O", "C", "I", "C", "O", "N", "C", "O", "F", "H", "H", "H", "H", "H", "H", "H", "H", "H", "H", "H", "H", "H", "H", "C", "C", "C", "O", "H", "H", "H", "H", "H", "H", "H", "H", "C", "C", "C", "O", "H", "H", "H", "H", "H", "H", "H", "H"],
  "coordinates": [[-4.8950, 1.8566, 2.6800], [-4.8130, 2.2137, 1.2030], [-6.1080, 2.6102, 0.7529], [-3.8269, 3.3592, 0.8866], [-2.8235, 3.6022, 1.9269], [-1.6244, 2.7797, 1.7700], [-0.4143, 3.5715, 2.2327], [0.6217, 2.7152, 2.7288], [1.4828, 2.2738, 1.7798], [2.6246, 3.1233, 1.6422], [3.9157, 2.2840, 1.2213], [4.8247, 2.3986, 2.2906], [4.3510, 2.5291, -0.0928], [3.1897, 0.8398, 1.1672], [1.9742, 0.8133, 1.9229], [0.5030, -0.3738, 0.9045], [2.3523, 0.3697, 3.3312], [2.0515, 1.0630, 4.2762], [3.1001, -0.8094, 3.5492], [2.9681, -1.8981, 2.6677], [2.4848, -2.9586, 2.9874], [3.4782, -1.7217, 1.4661], [-5.2887, 0.8522, 2.7593], [-5.6178, 2.4990, 3.1660], [-3.9472, 1.9065, 3.1933], [-4.5707, 1.3408, 0.6141], [-6.3468, 3.3844, 1.2607], [-4.4003, 4.2682, 0.7619], [-3.3536, 3.1302, -0.0700], [-2.5205, 4.5556, 1.7791], [-1.6763, 1.9084, 2.4111], [-1.4678, 2.4581, 0.7407], [0.0019, 4.2068, 1.4543], [-0.6978, 4.2069, 3.0580], [0.9580, 2.3210, 0.8285], [2.8695, -1.1671, 4.4640], [-1.9894, -4.0961, -1.1987], [-1.6369, -3.1379, -2.3257], [-0.9389, -3.8510, -3.4690], [-0.7834, -2.0967, -1.8379], [-1.0854, -4.5579, -0.7922], [-2.4780, -3.5644, -0.3807], [-2.6551, -4.8868, -1.5459], [-2.5442, -2.6522, -2.6864], [-0.0040, -4.2919, -3.1222], [-0.6846, -3.1454, -4.2591], [-1.5629, -4.6400, -3.8925], [0.0259, -2.5136, -1.5214], [3.0430, -1.2199, -4.6643], [2.5368, -1.9859, -3.4524], [3.5831, -2.0320, -2.3481], [2.1667, -3.3141, -3.8337], [3.9279, -1.7071, -5.0831], [2.2840, -1.1980, -5.4467], [3.3045, -0.1937, -4.4034], [1.6279, -1.5134, -3.0757], [4.4847, -2.5440, -2.6953], [3.2082, -2.5868, -1.4864], [3.8596, -1.0285, -2.0213], [2.9512, -3.7554, -4.1735]],
  "forces_ev_per_angstrom": [[-0.1, -0.4, -0.4], [-0.2, 0.8, 0.5], [0.0, -0.5, -0.5], [0.1, -0.6, 0.3], [0.3, 0.2, -0.8], [0.1, 0.3, 0.4], [0.2, -0.1, 0.1], [0.3, -0.1, 0.4], [-1.6, 0.1, -0.5], [0.6, -0.3, 0.0], [-0.2, 0.2, 0.3], [0.4, -0.4, 0.6], [-0.1, 0.3, -0.7], [-0.1, 0.1, -0.1], [0.8, 0.4, -0.3], [0.1, -0.2, 0.2], [-0.4, 1.0, 1.5], [0.3, -0.8, -0.7], [-0.8, -0.2, -1.3], [-0.8, -2.3, 0.9], [0.9, 1.6, -0.4], [0.1, 0.4, 0.0], [-0.1, -0.3, 0.1], [0.0, 0.4, 0.3], [0.2, 0.1, 0.1], [0.1, -0.3, -0.2], [-0.2, 0.3, 0.2], [-0.2, 0.2, 0.0], [0.1, 0.1, -0.3], [-0.1, 0.2, 0.2], [-0.1, -0.4, 0.1], [-0.1, -0.2, -0.2], [0.0, 0.2, -0.2], [0.0, 0.1, 0.4], [0.2, -0.1, -0.5], [0.2, 0.2, 0.4], [-0.1, 0.1, 0.1], [0.3, -0.5, 0.0], [-0.1, 0.0, -0.1], [-0.2, 0.4, 0.2], [0.0, -0.1, -0.1], [0.0, 0.0, 0.0], [0.0, 0.0, 0.0], [0.1, 0.2, 0.0], [0.0, -0.1, 0.0], [0.0, 0.0, 0.0], [0.0, 0.0, 0.0], [0.1, -0.1, -0.1], [-0.2, 0.0, -0.1], [0.5, -0.1, -0.1], [-0.1, 0.0, 0.1], [-0.2, 0.1, 0.1], [0.1, 0.0, 0.1], [0.0, 0.0, 0.0], [0.0, 0.0, 0.0], [-0.1, -0.1, -0.1], [0.0, 0.1, -0.1], [0.0, 0.0, 0.0], [0.0, 0.0, 0.0], [0.1, 0.0, 0.0]],
  "nbo_charge": [-0.63, 0.08, -0.71, -0.24, -0.61, -0.26, -0.07, -0.49, 0.35, -0.69, 2.56, -0.89, -0.88, -0.71, 0.02, 0.24, 0.62, -0.49, -0.67, 0.96, -0.54, -0.30, 0.21, 0.20, 0.22, 0.18, 0.45, 0.20, 0.17, 0.35, 0.20, 0.17, 0.18, 0.21, 0.17, 0.43, -0.63, 0.09, -0.63, -0.73, 0.20, 0.21, 0.21, 0.17, 0.22, 0.22, 0.21, 0.46, -0.63, 0.09, -0.63, -0.73, 0.20, 0.22, 0.21, 0.18, 0.20, 0.21, 0.22, 0.46]
}


No. 2
{
  "formula": "C7H11N2",
  "method": "the ωB97M-V functional and the def2-TZVPD basis",
  "homo_ev": -14.01,
  "lumo_ha": -0.24096,
  "charge": 1,
  "e_tot_ha": -382.3934,
  "e_above_lowest_kj_mol": 604.3,
  "spin_multiplicity": 1,
  "species": ["C", "C", "C", "C", "C", "C", "C", "N", "N", "H", "H", "H", "H", "H", "H", "H", "H", "H", "H", "H"],
  "coordinates": [[-0.9101, -1.4623, 2.3663], [-0.2762, -0.8345, 1.5547], [1.6623, 1.2121, 1.8529], [1.2932, 0.7795, 0.6403], [-0.0407, -0.7238, -0.8431], [0.4068, -0.8290, -3.1729], [0.2861, -0.2130, 0.4535], [0.6025, -0.2914, -1.8177], [-1.7098, 1.1263, 0.3664], [-1.4703, -1.7175, 3.2585], [2.4786, 1.9529, 1.8486], [1.3776, 0.8788, 2.8182], [1.9552, 1.0794, -0.1798], [-0.5948, -1.5721, -0.8625], [-0.4392, -1.5995, -3.0011], [1.3502, -1.0980, -3.4685], [-0.0330, -0.0236, -3.6855], [-2.1745, 1.9641, 0.3264], [-1.4041, 1.0027, 1.3756], [-2.3597, 0.3690, 0.1698]],
  "forces_ev_per_angstrom": [[-0.3, 0.8, 0.8], [-0.5, -1.2, 0.5], [1.6, 0.9, -0.6], [1.0, -0.2, 0.0], [2.0, 0.8, -0.2], [-3.9, -0.9, 4.1], [0.8, 1.2, 0.2], [1.1, 1.3, -1.3], [1.7, -2.9, 2.5], [0.3, -0.4, -0.5], [-0.5, -0.4, 0.2], [-0.8, -0.3, 0.6], [-1.0, 0.0, -0.1], [-2.4, -2.5, -0.2], [1.7, 0.4, -1.3], [1.9, -1.0, -1.4], [-0.2, 1.0, -1.2], [-1.3, 2.6, -0.5], [-1.1, 0.5, -1.7], [-0.1, 0.2, 0.1]],
  "nbo_charge": [0.02, -0.16, -0.14, -0.30, -0.01, -0.42, 0.26, -0.23, -0.98, 0.28, 0.23, 0.22, 0.28, 0.18, 0.18, 0.24, 0.24, 0.39, 0.37, 0.38]
}


No. 3
{
  "formula": "C4H13N4O",
  "method": "the ωB97M-V functional and the def2-TZVPD basis",
  "homo_ev": -13.85,
  "lumo_ha": -0.09538,
  "charge": 1,
  "e_tot_ha": -454.2803,
  "e_above_lowest_kj_mol": 124.7,
  "spin_multiplicity": 1,
  "species": ["C", "C", "O", "N", "H", "H", "H", "H", "H", "C", "C", "N", "N", "N", "H", "H", "H", "H", "H", "H", "H", "H"],
  "coordinates": [[-2.5953, 2.1598, -1.2153], [-2.1913, 1.0871, -0.2079], [-0.9921, 0.9455, 0.0231], [-3.1007, 0.1472, 0.1503], [-1.8929, 2.1681, -2.0689], [-2.7111, 3.1675, -0.9053], [-2.7949, -0.6223, 0.7289], [-4.1074, 0.3136, -0.0534], [-3.5130, 1.7585, -1.6724], [0.7620, -1.2122, 1.8354], [2.0249, -0.7613, -0.1317], [1.9707, -0.3895, -1.4339], [1.0791, -0.3787, 0.7062], [3.1733, -1.3598, 0.2974], [1.2955, 0.3237, -1.7035], [2.7282, -0.4757, -2.0865], [0.3056, 0.2868, 0.4011], [3.1941, -1.5755, 1.3022], [3.5974, -2.0241, -0.3209], [0.8604, -0.8955, 2.8749], [0.9581, -2.2713, 1.7323], [-0.3526, -1.5097, 1.8601]],
  "forces_ev_per_angstrom": [[-0.8, -1.9, -1.1], [0.4, -0.2, -1.4], [-0.1, 0.3, 0.6], [-0.9, 1.3, -0.3], [0.1, -0.1, 0.7], [-0.2, 0.7, 0.8], [-0.3, 0.2, 0.0], [1.4, -0.5, 0.4], [-0.1, 0.7, 0.1], [-3.5, -1.7, 1.0], [1.2, 1.2, -0.7], [-0.9, 0.4, 0.4], [0.0, -0.3, 0.1], [-1.4, -0.2, 0.8], [0.0, -0.5, 0.2], [0.4, -0.1, 0.4], [0.7, -0.9, 0.2], [0.1, -0.1, -0.9], [0.4, -0.2, -0.1], [0.9, 0.5, -0.4], [1.6, -0.1, -0.2], [0.9, 1.5, -0.5]],
  "nbo_charge": [-0.71, 0.72, -0.71, -0.79, 0.25, 0.26, 0.41, 0.42, 0.22, -0.48, 0.68, -0.77, -0.58, -0.77, 0.42, 0.42, 0.47, 0.42, 0.41, 0.24, 0.23, 0.22]
}


No. 4
{
  "formula": "C4H4N2O",
  "method": "the ωB97M-V functional and the def2-TZVPD basis",
  "homo_ev": -9.11,
  "lumo_ha": -0.02212,
  "e_tot_ha": -339.4220,
  "e_above_lowest_kj_mol": 419.2,
  "spin_multiplicity": 1,
  "species": ["O", "C", "C", "C", "N", "C", "N", "H", "H", "H", "H"],
  "coordinates": [[2.4215, -1.1692, -0.0055], [1.2546, -0.8293, -0.0102], [0.8848, 0.6175, 0.0533], [-0.4467, 0.7950, 0.0090], [-1.4760, 0.0220, -0.0721], [-1.0430, -1.2804, -0.0934], [0.1781, -1.7247, -0.0594], [1.6484, 1.3787, 0.1278], [-0.7618, 2.1364, -0.3114], [-0.8178, 2.0769, 0.5007], [-1.8421, -2.0229, -0.1387]],
  "forces_ev_per_angstrom": [[-0.4, 0.1, 0.0], [0.1, 0.1, 0.0], [-0.1, 0.0, 0.0], [0.2, -0.2, 0.0], [0.2, 0.1, 0.1], [-0.1, -0.1, 0.0], [0.0, 0.2, 0.0], [-0.1, 0.0, 0.0], [0.0, -0.2, -0.4], [0.0, -0.3, 0.3], [0.1, 0.2, 0.0]],
  "mulliken_charge": [-0.59, 0.43, -0.19, 0.56, -0.61, -0.13, -0.46, 0.40, 0.10, 0.10, 0.38]
}


| no. | gap between HOMO and LUMO (eV) |
| --- | --- |
| 1 | 8.962 |
| 2 | 7.452 |
| 3 | 11.254 |
| 4 | 8.508 |